# 1
{"formula": "C4H4O3", "method": "ωB97M-V/def2-TZVPD", "relative_energy_kj_mol": 125.7, "species": ["O", "O", "O", "C", "C", "C", "C", "H", "H", "H", "H"], "xyz": [[-0.956, -0.218, -1.799], [-1.652, 1.107, 0.891], [0.057, -1.888, 1.116], [1.151, 0.571, -0.931], [-0.948, 0.196, 0.526], [-0.287, 0.143, -0.860], [-0.681, -0.994, 1.447], [-1.197, -0.949, 2.425], [1.518, 0.463, -1.953], [1.245, 1.615, -0.610], [1.750, -0.045, -0.251]]}


# 2
{"formula": "C45H50CaN5O4S2Sb2", "method": "ωB97M-V/def2-TZVPD", "total_charge": 1, "relative_energy_kj_mol": 27.7, "species": ["Sb", "Sb", "Ca", "S", "S", "O", "O", "O", "O", "N", "N", "N", "N", "N", "C", "C", "C", "C", "C", "C", "C", "C", "C", "C", "C", "C", "C", "C", "C", "C", "C", "C", "C", "C", "C", "C", "C", "C", "C", "C", "C", "C", "C", "C", "C", "C", "C", "C", "C", "C", "C", "C", "C", "C", "C", "C", "C", "C", "C", "H", "H", "H", "H", "H", "H", "H", "H", "H", "H", "H", "H", "H", "H", "H", "H", "H", "H", "H", "H", "H", "H", "H", "H", "H", "H", "H", "H", "H", "H", "H", "H", "H", "H", "H", "H", "H", "H", "H", "H", "H", "H", "H", "H", "H", "H", "H", "H", "H", "H"], "xyz": [[0.232, -1.617, 1.729], [-2.819, 0.354, 0.524], [0.614, 1.252, -0.101], [0.918, 4.741, -2.051], [3.869, 4.603, -1.825], [-1.017, 3.147, -0.345], [6.148, 2.210, -0.586], [0.408, 2.379, 1.907], [2.449, 0.400, 0.427], [0.914, 0.228, -2.227], [2.236, 2.745, -0.838], [3.516, 2.236, -0.500], [1.140, -1.083, -4.655], [1.467, -3.083, -3.559], [-3.370, -0.604, -1.310], [-2.680, -0.319, -2.494], [2.713, -3.367, 1.701], [-5.342, 1.470, 1.921], [-1.680, -5.500, -0.696], [-3.045, -0.919, -3.700], [-1.151, 3.878, 0.885], [0.121, 3.772, 1.670], [-1.664, -4.254, -1.310], [-4.725, 1.323, 0.675], [-5.368, 1.810, -0.465], [-0.588, -3.291, 0.645], [6.061, 1.056, 0.090], [0.904, 0.231, -4.581], [3.683, -4.247, 2.158], [-3.257, -1.235, 1.909], [0.769, 0.898, -3.387], [3.705, -4.618, 3.500], [-1.153, -5.648, 0.586], [4.833, 0.479, 0.450], [7.253, 0.420, 0.440], [6.019, -1.344, 1.532], [2.756, -4.104, 4.375], [1.271, -1.743, -3.510], [2.327, 3.866, -1.463], [1.199, -1.061, -2.281], [-2.075, 3.455, -1.259], [7.233, -0.763, 1.149], [1.528, 2.203, 2.813], [1.865, 5.792, -3.175], [-1.173, -1.806, 3.365], [3.169, 6.133, -2.485], [-1.119, -3.156, -0.638], [-2.497, -1.030, 3.245], [-6.615, 2.420, -0.360], [-4.112, -1.810, -3.728], [1.780, -3.221, 3.915], [-4.443, -1.498, -1.358], [3.516, 1.062, 0.111], [4.844, -0.717, 1.177], [-6.592, 2.077, 2.022], [-4.810, -2.095, -2.557], [-0.611, -4.556, 1.248], [1.750, -2.851, 2.572], [-7.228, 2.551, 0.881], [-1.975, 2.807, -2.126], [-7.112, 2.784, -1.253], [-5.005, -1.726, -0.457], [1.525, -3.638, -2.725], [-1.989, 3.474, 1.451], [1.723, 1.142, 2.899], [-0.649, -1.491, 4.267], [-7.068, 2.176, 2.992], [4.424, -4.640, 1.470], [-2.006, 4.493, -1.577], [2.769, -4.390, 5.420], [-3.042, 3.286, -0.788], [-8.203, 3.020, 0.959], [-0.189, -4.697, 2.237], [-1.162, -6.621, 1.068], [3.013, 6.834, -1.669], [1.287, 2.615, 3.789], [1.260, 6.677, -3.376], [-4.917, 1.691, -1.446], [1.400, -1.577, -1.347], [-1.846, 0.371, -2.488], [-4.858, 1.108, 2.825], [8.185, 0.890, 0.143], [2.706, -3.093, 0.650], [0.556, 1.964, -3.340], [0.830, 0.767, -5.521], [2.037, 5.252, -4.103], [4.459, -5.310, 3.860], [-2.298, 0.032, 3.413], [-1.141, -2.193, -1.128], [-2.102, -6.357, -1.212], [0.947, 4.227, 1.123], [-4.337, -1.211, 2.050], [-3.005, -2.191, 1.448], [-4.404, -2.278, -4.662], [3.894, -1.131, 1.473], [1.054, -2.834, 4.620], [1.532, -3.529, -4.455], [-1.359, -2.878, 3.442], [0.000, 4.294, 2.616], [5.217, 2.504, -0.726], [-2.499, -0.692, -4.609], [-3.139, -1.336, 4.075], [3.893, 6.550, -3.183], [-5.643, -2.789, -2.581], [2.419, 2.693, 2.419], [-1.346, 4.929, 0.673], [5.998, -2.266, 2.103], [-2.080, -4.122, -2.304], [8.171, -1.240, 1.415]]}


# 3
{"formula": "C5H12NO", "method": "ωB97M-V/def2-TZVPD", "total_charge": 1, "relative_energy_kj_mol": 79.1, "species": ["O", "N", "C", "C", "C", "C", "C", "H", "H", "H", "H", "H", "H", "H", "H", "H", "H", "H", "H"], "xyz": [[-0.533, -2.172, 0.557], [1.277, -0.193, 0.303], [-1.262, -1.890, -1.712], [0.527, 2.085, 0.026], [0.218, 3.472, 0.478], [1.082, 1.178, 0.791], [-1.369, -2.356, -0.294], [-0.351, -2.292, -2.150], [0.730, 4.205, -0.138], [2.247, -0.393, 0.036], [1.394, 1.362, 1.803], [0.709, -0.367, -0.525], [-2.120, -2.205, -2.297], [-2.265, -2.928, -0.037], [0.980, -0.919, 0.963], [0.437, 3.601, 1.532], [0.278, 1.844, -1.002], [-1.213, -0.803, -1.791], [-0.844, 3.669, 0.347]]}


# 4
{"formula": "C9H23IN3O5P", "method": "ωB97M-V/def2-TZVPD", "species": ["I", "P", "O", "O", "O", "O", "O", "N", "N", "N", "C", "C", "C", "C", "C", "C", "C", "C", "C", "H", "H", "H", "H", "H", "H", "H", "H", "H", "H", "H", "H", "H", "H", "H", "H", "H", "H", "H", "H", "H", "H", "H"], "xyz": [[-4.485, -4.878, 0.320], [-2.157, -4.212, 0.658], [-1.596, -4.514, -0.805], [-2.686, -4.241, -2.945], [0.050, 2.954, 3.178], [4.715, 5.051, -0.200], [-2.344, -2.594, 0.655], [-0.584, 0.784, 3.079], [-1.631, -3.783, -4.887], [3.748, 4.998, 1.846], [-2.823, -3.151, -5.435], [4.779, 5.171, 1.007], [-0.063, 1.905, 2.569], [-0.427, -3.855, -5.693], [3.885, 5.152, 3.280], [-1.685, -4.280, -3.656], [-0.695, -0.440, 2.304], [-1.051, 0.801, 4.454], [2.450, 4.644, 1.295], [-0.126, -1.238, 2.784], [-0.088, -2.852, -5.957], [-0.234, 1.055, 5.129], [-1.735, -0.749, 2.230], [0.261, 1.792, 1.520], [1.728, 4.535, 2.100], [-1.442, -0.179, 4.711], [-3.649, -3.860, -5.462], [-1.834, 1.549, 4.579], [-0.740, -4.740, -3.328], [2.521, 3.704, 0.746], [-0.617, -4.414, -6.610], [3.629, 4.222, 3.790], [-0.305, -0.287, 1.301], [-2.319, -4.461, -1.493], [2.114, 5.414, 0.601], [5.718, 5.437, 1.527], [-3.123, -2.308, -4.813], [3.224, 5.941, 3.644], [0.361, -4.354, -5.136], [4.912, 5.415, 3.524], [-2.613, -2.801, -6.440], [-3.041, -2.331, 0.028]]}


In the order shown, the computed HOMO energy values come out to -0.360, -0.362, -0.522, -0.331 Ha.
In the order shown, the computed gap between HOMO and LUMO values come out to 8.73, 7.64, 11.11, 9.37 eV.